1.
This record from the Open Molecules 2025 dataset describes 11 unconnected molecules or ions with the total composition C45H121N19O11P4 in a non-equilibrium geometry. The level of theory is ωB97M-V/def2-TZVPD.

* E: -5020.554675 hartree
* net charge: 0
* SMILES: CN(C)P(=O)(N(C)C)N(C)C.CN(C)P(=O)(N(C)C)N(C)C.CN(C)P(=O)(N(C)C)N(C)C.CN(C)P(=O)(N(C)C)N(C)C.CN(C)C=O.CN(C)C=O.CN(C)C=O.CN(C)C=O.CN(C)C=O.CN(C)C=O.CN(C)C=O

Positions of all 200 atoms, in Å:
C1 -24.772 12.067 5.617
N1 -25.141 10.888 4.804
C2 -25.232 11.258 3.367
P1 -24.486 9.358 5.089
O1 -24.632 8.866 6.487
N2 -25.179 8.226 3.995
C3 -26.664 8.192 3.698
C4 -24.521 6.916 3.950
N3 -22.838 9.530 4.645
C5 -22.384 9.530 3.299
C6 -21.775 9.848 5.630
H1 -25.664 12.664 5.802
H2 -23.919 12.568 5.159
H3 -24.430 11.633 6.556
H4 -25.499 10.457 2.677
H5 -24.338 11.768 3.006
H6 -26.063 11.952 3.244
H7 -27.144 8.343 4.665
H8 -26.917 9.009 3.022
H9 -27.051 7.283 3.237
H10 -24.489 6.381 4.899
H11 -25.177 6.265 3.371
H12 -23.530 7.024 3.508
H13 -23.040 9.091 2.546
H14 -22.142 10.490 2.844
H15 -21.413 9.037 3.244
H16 -22.316 9.860 6.576
H17 -21.482 10.866 5.373
H18 -21.008 9.075 5.584
C7 -17.574 5.235 12.359
N4 -16.744 5.909 11.370
C8 -16.641 5.425 9.955
P2 -15.516 7.083 11.836
O2 -15.272 8.064 10.762
N5 -16.260 7.748 13.184
C9 -15.835 7.412 14.535
C10 -17.100 8.895 12.950
N6 -14.060 6.175 12.348
C11 -14.206 4.786 12.819
C12 -12.780 6.831 12.442
H19 -17.038 4.487 12.944
H20 -18.462 4.821 11.880
H21 -18.021 5.941 13.059
H22 -17.626 5.142 9.584
H23 -15.967 4.594 9.747
H24 -16.148 6.267 9.468
H25 -14.781 7.657 14.667
H26 -16.352 7.984 15.305
H27 -16.064 6.364 14.728
H28 -17.545 8.802 11.960
H29 -17.923 9.084 13.640
H30 -16.564 9.827 12.767
H31 -14.817 4.683 13.715
H32 -14.626 4.178 12.017
H33 -13.247 4.343 13.088
H34 -12.960 7.888 12.639
H35 -12.233 6.788 11.500
H36 -12.153 6.400 13.223
C13 -22.576 19.998 -9.080
N7 -22.035 19.378 -7.841
C14 -20.568 19.604 -7.596
P3 -22.782 17.950 -7.340
O3 -24.262 18.084 -7.304
N8 -22.225 16.726 -8.372
C15 -20.819 16.212 -8.421
C16 -23.017 16.288 -9.515
N9 -22.057 17.688 -5.768
C17 -22.466 18.591 -4.622
C18 -21.782 16.326 -5.158
H37 -22.867 21.041 -8.953
H38 -23.502 19.532 -9.415
H39 -21.783 19.862 -9.816
H40 -19.966 19.283 -8.446
H41 -20.259 19.131 -6.663
H42 -20.386 20.663 -7.416
H43 -20.240 16.668 -7.617
H44 -20.805 15.184 -8.058
H45 -20.371 16.420 -9.393
H46 -23.932 15.801 -9.177
H47 -23.416 17.144 -10.059
H48 -22.502 15.542 -10.120
H49 -22.733 18.129 -3.672
H50 -21.539 19.097 -4.352
H51 -23.175 19.387 -4.850
H52 -21.283 15.582 -5.779
H53 -22.672 15.879 -4.714
H54 -20.926 16.416 -4.490
C19 -28.285 3.014 11.634
N10 -29.616 2.595 11.207
C20 -29.708 2.309 9.723
P4 -30.680 1.803 12.329
O4 -30.409 0.332 12.528
N11 -30.783 2.753 13.747
C21 -30.512 2.128 15.016
C22 -31.381 4.061 13.798
N12 -32.237 2.126 11.667
C23 -32.572 3.343 10.943
C24 -33.161 1.036 11.445
H55 -27.556 2.231 11.423
H56 -28.208 3.211 12.703
H57 -27.995 3.941 11.140
H58 -29.343 1.339 9.387
H59 -29.308 3.100 9.088
H60 -30.755 2.242 9.429
H61 -29.731 2.771 15.422
H62 -31.382 2.060 15.670
H63 -30.282 1.081 14.814
H64 -32.457 3.883 13.802
H65 -31.222 4.553 14.758
H66 -31.138 4.771 13.008
H67 -33.144 4.038 11.558
H68 -31.679 3.922 10.711
H69 -33.177 3.115 10.066
H70 -32.717 0.116 11.066
H71 -33.776 1.313 10.588
H72 -33.776 0.887 12.332
C25 -26.266 9.412 -4.207
N13 -27.047 10.697 -4.310
C26 -28.253 10.735 -3.456
C27 -26.791 11.650 -5.208
O5 -27.435 12.711 -5.328
H73 -25.332 9.459 -4.767
H74 -26.916 8.624 -4.585
H75 -26.157 9.243 -3.136
H76 -28.604 11.759 -3.325
H77 -29.048 10.096 -3.842
H78 -28.031 10.371 -2.453
H79 -25.912 11.431 -5.833
C28 -25.761 7.681 15.988
N14 -25.720 9.061 15.664
C29 -25.019 9.311 14.432
C30 -26.081 10.047 16.490
O6 -25.862 11.239 16.279
H80 -26.740 7.200 15.970
H81 -25.474 7.537 17.030
H82 -25.073 7.068 15.407
H83 -25.538 8.681 13.709
H84 -25.054 10.311 13.998
H85 -23.982 8.975 14.440
H86 -26.620 9.627 17.354
C31 -29.856 -0.826 0.063
N15 -29.618 0.500 -0.480
C32 -28.285 0.821 -0.928
C33 -30.634 1.409 -0.459
O7 -30.479 2.620 -0.736
H87 -30.895 -1.068 0.290
H88 -29.274 -0.989 0.970
H89 -29.520 -1.611 -0.614
H90 -27.994 1.795 -1.322
H91 -27.751 0.672 0.011
H92 -27.971 0.071 -1.653
H93 -31.550 0.895 -0.129
C34 -31.328 11.542 11.834
N16 -32.235 10.894 10.881
C35 -33.633 11.151 11.064
C36 -31.762 10.261 9.789
O8 -32.471 9.786 8.887
H94 -31.538 11.072 12.795
H95 -31.481 12.619 11.760
H96 -30.278 11.280 11.707
H97 -34.257 10.412 10.561
H98 -33.955 11.243 12.101
H99 -33.936 12.119 10.665
H100 -30.662 10.227 9.817
C37 -26.298 21.088 9.784
N17 -26.434 22.171 10.749
C38 -26.135 23.531 10.311
C39 -27.049 21.879 11.900
O9 -27.475 22.687 12.745
H101 -26.728 21.284 8.801
H102 -26.641 20.066 9.946
H103 -25.218 20.969 9.693
H104 -26.069 24.273 11.107
H105 -25.203 23.361 9.772
H106 -26.841 23.925 9.580
H107 -27.108 20.791 12.057
C40 -33.624 14.251 4.328
N18 -32.490 14.559 3.463
C41 -32.382 13.580 2.399
C42 -31.649 15.662 3.521
O10 -31.542 16.384 4.483
H108 -33.427 13.268 4.756
H109 -34.496 14.267 3.675
H110 -33.818 14.974 5.121
H111 -31.629 13.882 1.671
H112 -32.022 12.586 2.663
H113 -33.371 13.502 1.949
H114 -31.046 15.779 2.608
C43 -17.245 16.240 9.183
N19 -17.351 17.404 8.349
C44 -18.546 17.518 7.561
C45 -16.465 18.434 8.448
O11 -16.541 19.507 7.821
H115 -17.662 15.397 8.633
H116 -17.811 16.456 10.089
H117 -16.236 15.997 9.518
H118 -18.412 16.753 6.797
H119 -19.502 17.311 8.042
H120 -18.647 18.455 7.012
H121 -15.561 18.301 9.062

Cartesian forces (eV/Å) of the 2 atoms listed first:
C 0.1 -2.1 0.3
N -0.8 -0.5 -1.8


2.
This record from the Open Molecules 2025 dataset describes a molecular structure, C45H122Cl2N11O14Ti2 in a non-equilibrium geometry. The level of theory is ωB97M-V/def2-TZVPD.

* relative energy (zero: lowest compared OMol25 entry of this formula, charge and spin): 0.0 kcal per mole
* net charge: -1
* multiplicity: 7

Positions of all 196 atoms, in Å:
Ti1 -1.091 -2.299 -0.552
Ti2 -3.501 0.060 1.152
Cl1 -0.661 0.101 0.613
Cl2 -3.808 -2.301 -0.651
O1 -0.316 -5.918 1.649
C1 -0.630 -4.748 1.126
O2 -0.465 -3.641 1.669
O3 -1.228 -4.727 0.016
H1 0.058 -5.684 2.501
C2 -3.242 3.557 4.471
C3 -2.036 3.003 3.649
C4 -0.870 2.713 4.617
O4 0.189 1.952 4.063
C5 1.180 1.744 5.061
N1 -2.402 1.758 3.046
H2 -2.948 4.404 5.090
H3 -3.585 2.716 5.075
H4 -4.085 3.905 3.874
H5 -1.740 3.737 2.899
H6 -1.252 2.290 5.546
H7 -0.528 3.689 4.960
H8 2.089 1.304 4.651
H9 0.770 1.148 5.876
H10 1.423 2.633 5.643
H11 -1.573 1.488 2.536
H12 -2.548 1.090 3.789
C6 -4.682 2.488 -5.995
C7 -5.198 1.084 -5.557
C8 -4.403 0.310 -4.473
O5 -3.041 0.054 -4.894
C9 -2.351 -0.761 -3.981
N2 -6.563 1.176 -5.149
H13 -5.146 2.666 -6.965
H14 -3.610 2.625 -6.133
H15 -4.972 3.281 -5.306
H16 -5.123 0.405 -6.407
H17 -4.866 -0.672 -4.376
H18 -4.489 0.836 -3.523
H19 -1.483 -1.292 -4.372
H20 -2.940 -1.643 -3.728
H21 -1.972 -0.189 -3.134
H22 -6.917 0.281 -4.842
H23 -6.690 1.900 -4.457
C10 -5.588 2.647 0.901
C11 -5.454 2.095 -0.522
C12 -5.701 3.108 -1.681
O6 -7.057 3.293 -2.115
C13 -7.717 4.217 -1.311
N3 -4.098 1.547 -0.591
H24 -4.843 3.430 1.043
H25 -5.500 1.913 1.703
H26 -6.539 3.169 1.001
H27 -6.169 1.289 -0.682
H28 -5.068 2.862 -2.534
H29 -5.230 4.045 -1.384
H30 -8.685 4.552 -1.685
H31 -7.198 5.169 -1.200
H32 -7.997 3.770 -0.357
H33 -4.142 0.977 -1.424
H34 -3.388 2.241 -0.774
C14 1.267 -2.972 -4.526
C15 0.189 -3.800 -3.880
C16 0.478 -5.324 -3.823
O7 -0.544 -5.920 -2.995
C17 -0.411 -7.309 -2.870
N4 -0.038 -3.334 -2.497
H35 2.024 -2.626 -3.823
H36 0.943 -2.031 -4.972
H37 1.703 -3.635 -5.273
H38 -0.742 -3.717 -4.441
H39 1.420 -5.569 -3.331
H40 0.575 -5.728 -4.831
H41 -1.140 -7.653 -2.136
H42 0.560 -7.604 -2.473
H43 -0.603 -7.884 -3.775
H44 -0.353 -4.162 -2.013
H45 0.935 -3.186 -2.270
C18 2.890 2.466 -3.005
C19 1.740 1.486 -2.910
C20 1.111 1.244 -4.284
O8 0.409 2.411 -4.758
C21 -0.268 2.189 -5.982
N5 2.268 0.197 -2.372
H46 2.498 3.393 -3.426
H47 3.714 2.192 -3.664
H48 3.163 2.599 -1.959
H49 0.971 1.766 -2.189
H50 0.558 0.305 -4.272
H51 1.934 0.991 -4.952
H52 0.382 1.782 -6.756
H53 -0.772 3.092 -6.326
H54 -1.041 1.470 -5.708
H55 2.718 0.342 -1.479
H56 1.476 -0.316 -2.010
C22 5.550 1.559 -0.588
C23 5.347 0.326 0.299
C24 5.669 0.427 1.811
O9 6.983 0.925 1.861
C25 7.480 1.046 3.211
N6 4.006 -0.098 0.077
H57 6.602 1.838 -0.651
H58 5.041 2.421 -0.159
H59 5.110 1.480 -1.582
H60 6.026 -0.375 -0.187
H61 5.608 -0.469 2.429
H62 4.940 1.095 2.268
H63 8.401 1.622 3.298
H64 7.636 0.108 3.745
H65 6.796 1.561 3.885
H66 3.357 0.536 0.522
H67 3.811 -0.925 0.623
C26 0.906 3.812 1.257
C27 2.222 3.030 1.084
C28 3.470 3.725 1.715
O10 3.829 4.991 1.236
C29 3.978 5.252 -0.191
N7 1.978 1.754 1.744
H68 0.158 3.196 0.757
H69 1.000 4.752 0.713
H70 0.578 4.034 2.272
H71 2.380 3.043 0.006
H72 4.346 3.078 1.668
H73 3.345 3.903 2.783
H74 4.358 6.265 -0.326
H75 3.030 5.355 -0.719
H76 4.772 4.632 -0.606
H77 1.582 1.861 2.667
H78 1.255 1.210 1.296
C30 3.715 -4.644 -1.913
C31 2.958 -4.323 -0.625
C32 3.769 -4.445 0.686
O11 4.274 -5.723 0.831
C33 3.410 -6.732 1.246
N8 2.449 -2.977 -0.868
H79 4.042 -5.678 -1.808
H80 4.608 -4.038 -2.071
H81 3.077 -4.470 -2.780
H82 2.082 -4.969 -0.566
H83 3.142 -4.265 1.559
H84 4.644 -3.796 0.694
H85 3.001 -6.544 2.239
H86 3.951 -7.676 1.188
H87 2.589 -6.767 0.530
H88 3.171 -2.393 -1.268
H89 2.185 -2.564 0.015
C34 -2.847 -1.402 5.333
C35 -2.313 -2.493 4.381
C36 -3.164 -3.767 4.194
O12 -3.077 -4.665 5.292
C37 -4.071 -5.692 5.319
N9 -2.166 -1.822 3.145
H90 -3.926 -1.260 5.271
H91 -2.397 -0.417 5.209
H92 -2.613 -1.690 6.358
H93 -1.317 -2.825 4.673
H94 -2.868 -4.368 3.334
H95 -4.206 -3.501 4.017
H96 -3.932 -6.201 6.273
H97 -4.153 -6.448 4.538
H98 -5.018 -5.205 5.552
H99 -1.409 -1.160 3.239
H100 -1.774 -2.552 2.567
C38 -1.933 4.616 -4.160
C39 -0.917 4.822 -2.991
C40 -1.046 3.784 -1.888
O13 -2.337 3.819 -1.245
C41 -2.424 4.602 -0.103
N10 0.326 4.826 -3.742
H101 -2.020 3.557 -4.403
H102 -1.634 5.315 -4.942
H103 -2.944 4.892 -3.861
H104 -1.118 5.800 -2.556
H105 -0.263 3.807 -1.130
H106 -0.990 2.768 -2.281
H107 -2.151 3.947 0.723
H108 -3.437 4.976 0.049
H109 -1.791 5.489 -0.065
H110 0.356 3.849 -3.997
H111 1.114 5.015 -3.138
C42 1.492 -1.590 4.383
C43 2.437 -1.512 3.226
C44 3.676 -2.480 3.461
O14 4.402 -2.154 4.666
C45 5.508 -3.047 4.751
N11 1.770 -1.807 1.968
H112 0.735 -0.808 4.311
H113 2.041 -1.387 5.303
H114 1.039 -2.571 4.523
H115 2.973 -0.567 3.141
H116 4.281 -2.505 2.555
H117 3.392 -3.526 3.578
H118 6.132 -2.658 5.556
H119 6.132 -3.155 3.863
H120 5.144 -4.016 5.092
H121 1.167 -1.042 1.699
H122 1.131 -2.564 2.168

Cartesian forces (eV/Å) of the 2 atoms listed first:
Ti 0.0 -0.2 -0.1
Ti 0.5 -0.9 -0.2